1.
Entry from the Open Molecules 2025 dataset: C3HF2N in the gas phase (the ωB97M-V functional and the def2-TZVPD basis).

```
7
Properties=species:S:1:pos:R:3:forces:R:3:nbo_charge:R:1
F 1.619180 0.684966 0.254443 -0.2 0.4 -0.3 -0.2729
F 0.122349 2.182344 -0.331249 0.5 -1.0 0.1 -0.2892
N 0.104718 -2.489321 0.556379 -0.3 2.6 -1.0 -0.2902
C -0.116495 -1.396204 0.192777 -0.5 -1.8 0.8 0.2510
C -0.554349 -0.049233 -0.154311 1.9 -1.0 0.4 -0.4911
C 0.380211 0.894986 -0.105908 -0.7 0.7 0.2 0.8246
H -1.555614 0.172463 -0.412130 -0.7 0.1 -0.2 0.2680
```
Positions in Å, forces in eV/Å.

Properties
HOMO-LUMO gap (Eh): 0.4117
LUMO (eV): 0.6
Structure (SMILES): N#CC=C(F)F
Electronic energy (Eh): -369.36449
Max |F| (eV/A): 2.85
Energy above the lowest of the compared OMol25 structures with the same formula, charge and spin (kcal/mol): 0.0

---

2.
Entry from the Open Molecules 2025 dataset: a 2-piece molecular cluster, C3HF2NO overall (the ωB97M-V functional and the def2-TZVPD basis).

```
8
Properties=species:S:1:pos:R:3:forces:R:3:nbo_charge:R:1
F -1.204365 -0.037276 -1.161116 0.1 -0.1 -0.9 -0.2753
F -1.916852 1.469775 0.217712 0.6 -2.6 0.2 -0.3165
O 0.089339 -0.420052 0.876733 -0.4 0.1 0.8 -0.4315
N 3.473053 -0.104352 -0.533735 0.2 0.0 0.0 -0.2536
C 2.394676 -0.205475 -0.106866 -1.1 -0.3 1.0 0.0707
C -1.598061 0.137310 0.042598 -0.1 0.6 1.2 0.7127
C 1.058381 -0.180631 0.204590 -0.1 0.9 -1.9 0.3399
H -2.296173 -0.659300 0.460085 0.8 1.4 -0.4 0.1534
```
Positions in Å, forces in eV/Å.

Properties
HOMO-LUMO gap (spin up / spin down) (Eh): 0.2608 / 0.2608
LUMO (spin up / spin down) (eV): -0.7 / -0.7
Electronic energy (Eh): -444.44374
Max |F| (eV/A): 2.65
Energy above the lowest of the compared OMol25 structures with the same formula, charge and spin (kcal/mol): 103.0

---

3.
Entry from the Open Molecules 2025 dataset: an isolated ion of composition C3HF2O2S and charge -1 (the ωB97M-V functional and the def2-TZVPD basis).

```
9
Properties=species:S:1:pos:R:3:forces:R:3:nbo_charge:R:1
S -0.398790 -1.844803 0.260678 0.3 0.5 -0.7 1.5059
F 1.668693 2.205185 1.126022 -0.6 -0.2 -0.2 -0.3426
F -0.502330 2.465729 1.373126 0.6 -0.3 -0.4 -0.3420
O 0.547026 -2.806270 -0.348163 0.0 0.0 0.1 -1.0334
O -1.791572 -2.052509 -0.191246 -0.1 0.0 0.1 -1.0316
C -0.025515 -0.217804 -0.830621 -0.4 -1.6 0.2 -0.3649
C 0.453076 1.745225 0.716683 0.0 0.5 0.3 0.6276
C 0.237909 0.871621 -0.224226 0.4 1.3 1.1 -0.2239
H -0.188497 -0.366373 -1.882252 0.0 0.0 -0.4 0.2049
```
Positions in Å, forces in eV/Å.

Properties
HOMO-LUMO gap (Eh): 0.2774
LUMO (eV): 3.8
Electronic energy (Eh): -863.28775
Max |F| (eV/A): 1.71
Energy above the lowest of the compared OMol25 structures with the same formula, charge and spin (kcal/mol): 0.0
Charge: -1

---

4.
Entry from the Open Molecules 2025 dataset: a 2-piece molecular cluster, C3HF2O2S overall (the ωB97M-V functional and the def2-TZVPD basis).

```
9
Properties=species:S:1:pos:R:3:forces:R:3:nbo_charge:R:1
S -1.712308 0.963102 0.171672 1.5 1.4 1.8 1.5474
F -0.648051 -2.169450 1.091721 0.4 2.2 -1.4 -0.6601
F -0.994832 -1.179722 -1.188614 1.7 0.5 0.8 -0.3136
O -1.360573 1.776195 -1.006244 -0.2 -0.4 -0.2 -0.9961
O -1.190463 1.613675 1.415455 -0.8 -1.0 -1.2 -0.9892
C 1.026824 -0.525793 -0.031073 1.2 1.3 -1.3 -0.1057
C -0.366061 -0.539080 -0.172344 -2.9 -2.8 0.9 0.4489
C 2.120721 0.011026 -0.165881 -3.7 -1.8 0.8 -0.1355
H 3.124740 0.050044 -0.114690 2.8 0.6 -0.1 0.2039
```
Positions in Å, forces in eV/Å.

Properties
HOMO-LUMO gap (Eh): 0.2816
LUMO (eV): 2.9
Electronic energy (Eh): -863.19903
Max |F| (eV/A): 4.19
Energy above the lowest of the compared OMol25 structures with the same formula, charge and spin (kcal/mol): 55.7
Charge: -1

---

5.
Entry from the Open Molecules 2025 dataset: a 2-piece molecular cluster, C3HF3 overall (the ωB97M-V functional and the def2-TZVPD basis).

```
7
Properties=species:S:1:pos:R:3:forces:R:3:nbo_charge:R:1
F 1.763082 -1.224343 -0.079496 -0.5 1.3 -1.2 -0.2923
F 1.907039 0.537218 1.091252 -1.2 0.0 -0.8 -0.3088
F 2.064845 0.874500 -1.043190 -1.5 -2.3 1.2 -0.3094
C -2.405309 -0.182898 0.129271 -1.6 0.5 -0.2 -0.4290
C 1.478039 0.072468 -0.085634 1.6 0.9 0.7 1.0912
C -1.286287 0.089428 -0.248615 1.3 -0.2 0.4 -0.0097
H -3.521406 -0.166370 0.236412 1.9 -0.2 0.0 0.2579
```
Positions in Å, forces in eV/Å.

Properties
HOMO-LUMO gap (spin up / spin down) (Eh): 0.3402 / 0.2910
LUMO (spin up / spin down) (eV): -1.7 / -2.7
Electronic energy (Eh): -414.25105
Max |F| (eV/A): 3.01
Energy above the lowest of the compared OMol25 structures with the same formula, charge and spin (kcal/mol): 122.3

---

6.
Entry from the Open Molecules 2025 dataset: C3HF6NO in the gas phase (the ωB97M-V functional and the def2-TZVPD basis).

```
12
Properties=species:S:1:pos:R:3:forces:R:3:nbo_charge:R:1
F -2.366297 -0.374313 0.036913 -1.8 0.6 -0.4 -0.3559
F 2.320835 1.018637 -0.611148 -1.5 -1.5 0.8 -0.3358
F 0.134799 -1.501742 -1.420787 -0.1 -0.6 -1.0 -0.2927
F -1.792510 0.150909 2.025749 -1.0 -0.2 3.1 -0.2859
F -0.186650 0.646907 -1.670690 0.6 -0.7 0.4 -0.2746
F -1.511441 1.588261 0.518206 0.6 0.5 -0.5 -0.2826
O 0.934241 -0.006380 1.077910 8.4 1.9 2.8 -0.2662
N -0.304247 -0.392352 0.522606 -6.9 0.4 -3.8 -0.1289
C 0.314853 -0.315236 -0.888426 -1.8 0.0 1.0 0.6994
C -1.451460 0.311557 0.810530 -1.1 -2.3 -1.9 1.0195
C 1.588328 -0.144729 -0.177434 5.2 1.5 -0.8 0.3037
H 2.319547 -0.981518 -0.223429 -0.7 0.6 0.2 0.2000
```
Positions in Å, forces in eV/Å.

Properties
HOMO-LUMO gap (spin up / spin down) (Eh): 0.2238 / 0.3518
LUMO (spin up / spin down) (eV): 0.8 / -3.3
Multiplicity: 3
Electronic energy (Eh): -843.81528
Max |F| (eV/A): 9.10